1.
{
  "formula": "C26H26N3S3Sn",
  "method": "wB97M-V/def2-TZVPD",
  "charge": 1,
  "symbols": ["C", "H", "C", "H", "C", "C", "C", "H", "C", "H", "C", "C", "C", "C", "H", "C", "H", "H", "H", "C", "H", "S", "H", "N", "H", "H", "H", "C", "H", "H", "H", "C", "C", "C", "C", "C", "C", "C", "H", "H", "H", "C", "H", "Sn", "C", "S", "C", "H", "C", "S", "C", "N", "H", "N", "H", "H", "C", "H", "H"],
  "coordinates": [[-1.696199, -0.155161, 0.356555], [5.297573, 2.807753, -0.531246], [-3.660800, -2.315011, 0.931655], [0.777485, 0.477405, 2.370814], [-0.333314, 3.681416, -1.367609], [-0.466959, -2.427245, -0.305595], [-3.712261, -0.976006, 1.662249], [-0.467818, -0.776522, 2.272126], [-1.375252, -4.670643, 0.510604], [0.048710, -5.645737, -1.500455], [-2.755974, -0.085222, 1.456828], [2.176909, 5.071116, -0.555336], [3.461345, 5.635682, -0.686467], [-0.775789, 1.884873, 1.203184], [-4.395661, -0.759534, 2.502310], [4.553693, 4.775904, -0.660828], [0.226378, 4.011026, -2.216892], [1.172501, 2.678640, 1.576344], [0.981045, -0.807205, 1.245916], [0.188887, -4.592819, -1.281760], [-2.846276, -3.089505, -0.876332], [3.075402, 1.034951, -0.374368], [3.595752, 6.702136, -0.752729], [0.788647, -1.977295, -0.663051], [-2.860705, 0.776424, 2.080483], [-1.782214, 2.298826, 0.859367], [-1.154073, 2.989010, -1.602259], [3.083982, 2.828369, -0.466342], [-3.572125, -3.234085, 2.922718], [1.815238, -4.580768, -2.449914], [3.418408, -2.776207, -2.417461], [0.226408, -0.209538, 1.677925], [3.146666, -2.346793, -1.489455], [4.408165, 3.387087, -0.462520], [1.678749, -2.698536, -1.265759], [1.996813, 3.696139, -0.505124], [-3.585047, -1.119655, -1.283857], [-0.606848, -3.883812, -0.311828], [0.053141, 3.819184, 1.288838], [-1.437708, -5.665945, 0.171932], [-1.954851, -4.946005, 2.551210], [-1.486011, -1.605796, -0.056428], [1.316845, 5.775112, -0.680068], [0.858152, 0.643373, -1.383092], [-2.197555, -4.299834, 1.728409], [-2.705263, 0.425218, -1.214782], [-3.104486, -3.302658, 1.905838], [-4.654109, -2.656546, 0.611472], [-2.872409, -2.159359, -0.325927], [-4.856628, -1.491110, -2.223643], [1.272641, -3.995166, -1.757865], [-0.463514, 0.589300, 0.650369], [3.418311, -1.318728, -1.457551], [0.676577, 2.976896, -0.517364], [5.582311, 5.142984, -0.655175], [-0.686296, 4.563627, -0.764807], [0.341091, 2.872290, 0.909188], [3.677172, -2.859726, -0.694782], [-0.848850, 1.883426, 2.312355]],
  "atomic_forces_ev_per_a": [[-0.880, -0.945, -1.380], [0.294, -0.726, 0.290], [-1.083, 0.217, 0.634], [-0.521, -0.461, -0.619], [0.061, 0.207, 2.259], [1.288, -0.761, -0.566], [0.308, -0.590, 0.287], [-0.316, -0.311, 0.213], [-0.806, 2.747, 0.242], [-0.473, 0.129, -0.040], [-0.052, -0.078, -0.024], [-0.446, 1.306, -0.961], [-0.492, -1.187, 0.481], [-1.029, 2.427, 0.435], [0.118, -0.480, -0.733], [0.403, -0.764, 0.977], [-0.165, 0.177, -0.786], [0.741, -0.637, -0.635], [0.523, -0.884, -0.403], [0.028, 0.130, 0.538], [0.059, -0.169, -0.030], [-0.511, 0.424, 0.206], [-0.084, 0.105, -0.114], [1.750, 1.919, 0.497], [0.493, 0.700, -0.022], [1.316, -0.713, -0.015], [0.186, 0.427, -0.086], [2.626, 0.183, 0.279], [0.477, -0.171, -0.985], [1.150, -0.062, -0.579], [0.538, -0.377, -0.936], [1.284, 1.528, 1.561], [-1.636, -0.359, 0.846], [-2.201, 1.506, -1.110], [-0.342, -0.353, -0.439], [-0.429, -1.490, -0.563], [0.593, -0.556, 0.339], [-1.468, -1.320, 0.586], [-0.721, 1.323, 0.174], [0.098, -1.383, 0.220], [-0.256, -0.210, 0.432], [-1.955, 0.191, 0.375], [0.668, -0.865, 0.381], [-0.027, 0.180, -0.003], [0.296, 1.033, -1.330], [0.204, -0.237, 0.399], [0.569, -1.430, 0.870], [-0.148, 0.167, 0.425], [-0.045, 1.116, -0.787], [0.770, 0.498, 0.565], [0.163, -0.213, -0.140], [-0.925, -0.998, -0.089], [-0.041, 0.853, 0.045], [1.396, 0.739, 0.268], [-0.390, 0.151, -0.285], [-0.089, -0.669, -0.897], [-1.003, -0.474, 0.194], [0.284, -0.151, 0.120], [-0.152, -0.359, -0.582]],
  "lowdin_charge": [-0.536, 0.090, -0.278, 0.121, -0.052, -0.188, -0.017, 0.109, 0.039, 0.133, -0.082, -0.024, -0.063, -0.204, 0.138, -0.074, 0.092, 0.129, 0.047, -0.003, 0.142, 0.543, 0.106, 0.043, 0.108, 0.148, 0.055, -0.563, 0.135, 0.110, 0.075, -0.050, -0.001, -0.088, -0.279, -0.282, -1.015, -0.157, 0.123, 0.101, 0.099, -0.130, 0.129, 1.082, -0.022, 0.928, -0.026, 0.153, -0.297, 0.745, -0.019, -0.271, -0.008, -0.283, 0.113, 0.113, -0.188, 0.106, 0.144]
}

---

2.
{
  "formula": "C15H17N3O2",
  "method": "wB97M-V/def2-TZVPD",
  "de_lowest_kcal_mol": 38.0,
  "charge": 0,
  "symbols": ["C", "C", "H", "N", "C", "O", "C", "C", "C", "H", "H", "C", "H", "N", "H", "H", "O", "H", "H", "H", "C", "H", "C", "H", "H", "H", "H", "N", "C", "C", "C", "H", "C", "H", "H", "C", "C"],
  "coordinates": [[-0.460721, 0.575941, -0.430390], [-3.242510, -0.826330, -2.258299], [0.662772, -1.131462, 1.125614], [2.619823, -0.240093, 3.125497], [-2.587931, 0.002200, 0.722229], [1.478985, -0.240467, 5.168922], [-2.142644, -0.825039, -4.449339], [-0.975261, -0.258772, -3.909597], [0.841367, -0.149875, 1.613000], [1.442725, 2.023756, -2.036621], [-0.385853, 1.597543, 1.403158], [-0.975135, -0.005149, -2.541365], [1.463120, 0.635895, -3.152639], [-1.723119, 0.109913, -0.436350], [4.057567, -0.855946, 4.466884], [-2.194625, -1.053238, -5.514460], [3.191627, 0.146762, 0.899856], [-0.652437, -0.205516, 3.302007], [2.113221, 0.461314, -1.481201], [-4.145949, -1.543695, -4.090764], [1.439945, -0.225344, 3.939191], [1.117834, 1.653782, 0.431729], [-2.075126, -0.274328, -1.744819], [-4.087337, -1.014303, -1.595265], [-0.096047, -0.007832, -4.504306], [-2.116020, -0.595326, 1.517079], [-2.827270, 1.000679, 1.118584], [0.013027, 0.522344, -1.687701], [0.381786, -0.178028, 2.992370], [-3.258474, -1.105576, -3.635899], [3.925093, -0.090257, 3.698749], [4.673221, -0.192382, 2.912549], [2.372300, -0.055888, 1.786687], [4.026798, 0.893247, 4.174174], [-3.512579, -0.482626, 0.400074], [0.298432, 1.003648, 0.777744], [1.339397, 0.930450, -2.107082]],
  "atomic_forces_ev_per_a": [[-0.180, -0.337, -0.479], [-0.025, -0.059, -0.486], [0.101, 0.303, -0.440], [1.030, 0.359, -1.473], [-0.215, 0.033, 0.560], [0.473, -0.095, -0.189], [0.398, 0.246, 0.392], [-0.365, -0.147, -0.135], [0.759, -1.022, 0.245], [-0.046, -0.356, -0.038], [0.314, -0.146, -0.143], [0.433, 0.174, 0.110], [0.079, 0.038, 0.297], [0.237, -0.071, -0.444], [0.093, 0.137, -0.079], [0.066, 0.102, 0.328], [-0.180, 0.062, -0.055], [-0.067, -0.048, -0.025], [-0.272, 0.095, -0.157], [0.218, 0.121, 0.176], [-2.216, 0.093, -1.202], [-0.226, -0.149, 0.177], [-0.056, 0.083, 0.517], [0.128, -0.062, -0.420], [-0.397, -0.212, -0.020], [-0.111, 0.208, -0.331], [0.087, -0.346, -0.138], [-0.477, -0.230, 0.040], [-0.294, 0.147, 2.257], [0.196, 0.194, 0.573], [0.290, 0.013, 0.242], [-0.049, -0.028, 0.078], [-0.087, -0.335, 1.153], [0.041, -0.150, -0.043], [0.199, 0.105, 0.183], [-0.465, 0.966, -0.988], [0.587, 0.314, -0.042]],
  "lowdin_charge": [-0.147, 0.008, 0.152, -0.027, 0.031, -0.013, -0.065, 0.008, -0.275, 0.113, 0.132, -0.131, 0.087, 0.012, 0.091, 0.110, 0.033, 0.065, 0.101, 0.109, -0.508, 0.128, -0.132, 0.111, 0.112, 0.102, 0.114, 0.013, -0.094, -0.064, -0.032, 0.082, -0.393, 0.096, 0.087, -0.040, 0.025]
}

---

| no. | LUMO level (eV) | highest occupied orbital energy (eV) | gap between HOMO and LUMO (eV) |
| --- | --- | --- | --- |
| 1 | -3.6 | -10.75 | 7.139 |
| 2 | -0.5 | -5.65 | 5.193 |